A 8-piece molecular cluster, C27H69NO10 overall at a distorted geometry. Source: the OMol25 dataset; level of theory: ωB97M-V with the def2-TZVPD basis set.

Positions of all 107 atoms, in Å:
C (-2.414, -0.395, -0.399)
C (-2.970, 1.044, -0.427)
C (-1.971, 2.053, -1.040)
C (-2.259, 2.440, -2.497)
C (-2.471, 1.265, -3.477)
C (-1.250, 1.018, -4.384)
C (-0.532, -0.309, -4.040)
C (0.663, -0.027, -3.117)
C (1.270, -1.335, -2.565)
C (2.146, -1.075, -1.320)
O (2.316, -2.209, -0.505)
C (1.128, -2.669, 0.083)
C (1.522, -3.674, 1.168)
C (2.423, -2.979, 2.263)
C (1.726, -1.846, 2.976)
O (0.637, -2.274, 3.747)
C (0.086, -1.125, 4.330)
C (3.469, -0.417, -1.757)
N (4.384, -0.186, -0.635)
C (4.095, 0.816, 0.025)
C (3.428, 0.729, 1.375)
C (4.381, 2.225, -0.439)
O (4.070, -1.048, -2.820)
C (4.489, -2.344, -2.487)
H (-2.380, -0.724, 0.618)
H (-1.420, -0.430, -0.828)
H (-3.009, -1.062, -1.002)
H (-3.866, 1.096, -1.012)
H (-3.140, 1.326, 0.597)
H (-2.061, 2.980, -0.436)
H (-0.955, 1.709, -0.892)
H (-3.151, 3.052, -2.479)
H (-1.479, 3.062, -2.909)
H (-3.335, 1.516, -4.076)
H (-2.700, 0.323, -3.002)
H (-0.544, 1.823, -4.289)
H (-1.627, 0.941, -5.392)
H (-1.228, -1.014, -3.619)
H (-0.130, -0.695, -4.967)
H (1.429, 0.525, -3.631)
H (0.315, 0.617, -2.321)
H (1.852, -1.706, -3.393)
H (0.477, -2.042, -2.390)
H (1.635, -0.319, -0.722)
H (0.493, -1.852, 0.406)
H (0.568, -3.256, -0.638)
H (0.671, -4.154, 1.612)
H (2.159, -4.406, 0.703)
H (3.281, -2.556, 1.762)
H (2.784, -3.700, 2.976)
H (1.350, -1.131, 2.250)
H (2.480, -1.321, 3.559)
H (0.885, -0.609, 4.854)
H (-0.297, -0.447, 3.577)
H (-0.662, -1.403, 5.047)
H (3.196, 0.570, -2.116)
H (3.686, 1.633, 1.917)
H (3.798, -0.092, 1.955)
H (2.359, 0.748, 1.258)
H (4.572, 2.881, 0.390)
H (5.128, 2.264, -1.206)
H (3.461, 2.592, -0.894)
H (4.707, -2.468, -1.441)
H (3.666, -3.022, -2.699)
H (5.312, -2.674, -3.093)
C (-5.505, -2.347, 1.023)
O (-4.673, -1.263, 1.445)
H (-5.479, -2.395, -0.062)
H (-5.134, -3.290, 1.432)
H (-6.535, -2.185, 1.350)
H (-4.704, -1.234, 2.400)
C (-5.771, 3.025, 1.344)
O (-5.931, 1.903, 0.478)
H (-6.307, 3.868, 0.914)
H (-6.186, 2.805, 2.333)
H (-4.713, 3.286, 1.441)
H (-5.452, 1.171, 0.872)
C (4.730, -6.320, 2.441)
O (3.314, -6.299, 2.618)
H (4.974, -5.708, 1.577)
H (5.230, -5.911, 3.323)
H (5.076, -7.342, 2.266)
H (3.117, -6.841, 3.379)
C (-5.580, -0.545, -2.561)
O (-5.013, -1.665, -3.245)
H (-5.541, -0.738, -1.493)
H (-5.001, 0.354, -2.775)
H (-6.624, -0.421, -2.862)
H (-5.055, -1.481, -4.181)
C (2.261, 3.439, -3.687)
O (1.763, 3.347, -2.348)
H (2.224, 2.451, -4.135)
H (1.642, 4.122, -4.275)
H (3.296, 3.792, -3.684)
H (1.802, 4.224, -1.969)
C (2.586, 1.974, 6.437)
O (1.170, 1.936, 6.646)
H (2.796, 2.693, 5.650)
H (3.096, 2.285, 7.351)
H (2.952, 0.991, 6.130)
H (1.002, 1.300, 7.339)
C (-1.686, 5.358, 1.214)
O (-2.277, 4.257, 1.895)
H (-2.102, 5.411, 0.211)
H (-1.909, 6.286, 1.749)
H (-0.602, 5.216, 1.150)
H (-1.896, 4.232, 2.773)

Cartesian forces (eV/Å) of the 3 atoms listed first:
C -0.08 0.67 -0.56
C 1.55 -0.25 -0.61
C -0.54 0.98 0.54

The SMILES is CCCCCCCCC[C@@H](OCCCCOC)[C@@H](N=C(C)C)OC.CO.CO.CO.CO.CO.CO.CO. Its charge is 0. The LUMO energy comes out at 0.302 eV.

A 3-piece molecular cluster, C27H70BrN7O5P4 overall at a distorted geometry. Source: the OMol25 dataset; level of theory: ωB97M-V with the def2-TZVPD basis set.

Positions of all 114 atoms, in Å:
C (2.510, -7.039, 0.685)
C (3.042, -7.153, 2.132)
C (2.154, -6.469, 3.186)
C (2.290, -4.912, 3.200)
C (0.903, -4.271, 3.531)
C (0.988, -2.712, 3.489)
C (0.409, -2.121, 2.189)
C (-1.139, -2.394, 2.033)
C (-1.479, -2.948, 0.623)
P (-2.949, -4.148, 0.594)
Br (-4.199, -2.657, 1.974)
C (-4.234, -3.877, -0.735)
C (-4.685, -5.077, -1.601)
C (-5.159, -6.350, -0.838)
C (-5.642, -6.120, 0.577)
O (-5.006, -6.579, 1.473)
O (-6.786, -5.457, 0.838)
C (-7.529, -5.985, 1.946)
C (-7.185, -5.328, 3.292)
P (-1.834, -5.698, -0.544)
N (-0.953, -4.962, -1.878)
O (-0.699, -6.257, 0.566)
H (2.090, -6.030, 0.554)
H (3.269, -7.203, -0.085)
H (1.650, -7.713, 0.589)
H (3.092, -8.220, 2.408)
H (4.084, -6.799, 2.136)
H (2.375, -6.810, 4.206)
H (1.099, -6.676, 2.946)
H (2.685, -4.527, 2.251)
H (2.926, -4.612, 4.047)
H (0.180, -4.620, 2.777)
H (0.602, -4.641, 4.521)
H (2.065, -2.492, 3.570)
H (0.513, -2.250, 4.367)
H (0.980, -2.439, 1.304)
H (0.541, -1.029, 2.254)
H (-1.603, -1.423, 2.227)
H (-1.434, -3.076, 2.841)
H (-0.585, -3.460, 0.254)
H (-1.774, -2.090, 0.000)
H (-3.008, -5.057, 1.674)
H (-5.124, -3.457, -0.259)
H (-3.849, -3.089, -1.403)
H (-3.957, -5.392, -2.362)
H (-5.549, -4.727, -2.190)
H (-4.368, -7.100, -0.880)
H (-5.997, -6.778, -1.417)
H (-7.412, -7.075, 1.989)
H (-8.597, -5.804, 1.763)
H (-6.279, -5.830, 3.665)
H (-6.938, -4.265, 3.209)
H (-7.951, -5.529, 4.052)
H (-1.662, -4.707, -2.568)
H (-0.485, -5.757, -2.318)
H (-1.172, -6.753, 1.252)
O (-1.530, 0.280, -1.256)
P (-1.624, 1.703, -1.782)
N (-0.052, 2.215, -1.336)
C (0.304, 3.258, -0.396)
C (1.080, 1.476, -1.874)
N (-2.827, 2.242, -0.677)
C (-2.772, 3.452, 0.121)
C (-3.572, 1.216, 0.041)
N (-1.903, 3.172, -2.712)
C (-3.192, 3.103, -3.449)
C (-0.882, 3.533, -3.712)
H (-0.233, 4.189, -0.593)
H (1.358, 3.525, -0.471)
H (0.120, 2.944, 0.638)
H (1.345, 1.832, -2.880)
H (0.862, 0.407, -1.952)
H (1.966, 1.569, -1.246)
H (-2.144, 3.328, 1.010)
H (-3.775, 3.725, 0.464)
H (-2.424, 4.312, -0.449)
H (-2.988, 0.806, 0.874)
H (-3.851, 0.400, -0.622)
H (-4.506, 1.615, 0.445)
H (-3.179, 2.313, -4.207)
H (-3.403, 4.054, -3.940)
H (-4.024, 2.906, -2.775)
H (-0.658, 2.705, -4.391)
H (0.043, 3.859, -3.239)
H (-1.222, 4.383, -4.307)
O (3.075, 5.476, -0.853)
P (3.969, 6.697, -0.938)
N (4.830, 6.247, -2.354)
C (6.245, 5.978, -2.478)
C (4.061, 6.009, -3.566)
N (4.875, 6.378, 0.490)
C (6.321, 6.385, 0.600)
C (4.320, 5.412, 1.433)
N (4.667, 8.312, -0.954)
C (4.063, 9.167, 0.103)
C (4.553, 9.079, -2.209)
H (6.855, 6.771, -2.038)
H (6.552, 5.935, -3.525)
H (6.514, 5.019, -2.021)
H (3.854, 6.951, -4.096)
H (3.098, 5.540, -3.345)
H (4.579, 5.346, -4.258)
H (6.765, 5.456, 0.224)
H (6.621, 6.490, 1.647)
H (6.775, 7.233, 0.090)
H (4.490, 4.380, 1.102)
H (3.252, 5.562, 1.565)
H (4.775, 5.532, 2.420)
H (2.999, 9.341, -0.083)
H (4.571, 10.131, 0.151)
H (4.161, 8.710, 1.086)
H (3.524, 9.119, -2.575)
H (5.188, 8.662, -2.989)
H (4.906, 10.100, -2.059)

Cartesian forces (eV/Å) of the 3 atoms listed first:
C -0.65 0.56 0.87
C 0.27 -0.76 -0.08
C 0.35 1.13 -0.52

The SMILES is CCCCCCCCC[PH](Br)(CCCC(=O)OCC)P(N)O.CN(C)P(=O)(N(C)C)N(C)C.CN(C)P(=O)(N(C)C)N(C)C. Its charge is 0. The LUMO energy comes out at -0.191 eV.

A 7-piece molecular cluster, C27H70BrO7PS6Si overall. Source: the OMol25 dataset; level of theory: ωB97M-V with the def2-TZVPD basis set.

Positions of all 113 atoms, in Å:
C (-4.520, 3.501, -2.117)
C (-3.416, 3.910, -1.135)
C (-2.038, 4.134, -1.771)
C (-1.117, 2.910, -1.815)
C (-1.344, 1.960, -2.999)
C (-0.813, 0.542, -2.750)
C (-1.644, -0.588, -3.367)
C (-2.718, -1.183, -2.446)
C (-3.567, -0.206, -1.625)
C (-4.327, -0.918, -0.501)
C (-5.521, -1.757, -0.977)
C (-6.896, -1.062, -0.966)
C (-7.622, -1.056, -2.311)
C (-9.130, -0.850, -2.199)
C (-9.775, -0.585, -3.567)
Si (-9.564, 1.135, -4.303)
P (-9.213, 2.924, -2.904)
O (-8.344, 2.185, -1.709)
Br (-11.285, 2.786, -2.007)
H (-4.137, 2.834, -2.889)
H (-4.936, 4.379, -2.618)
H (-5.345, 2.984, -1.624)
H (-3.316, 3.149, -0.353)
H (-3.732, 4.829, -0.634)
H (-1.512, 4.915, -1.213)
H (-2.171, 4.518, -2.791)
H (-1.209, 2.347, -0.879)
H (-0.079, 3.254, -1.840)
H (-2.399, 1.940, -3.280)
H (-0.814, 2.367, -3.868)
H (-0.721, 0.385, -1.670)
H (0.207, 0.484, -3.134)
H (-0.962, -1.398, -3.638)
H (-2.104, -0.256, -4.305)
H (-3.404, -1.777, -3.060)
H (-2.237, -1.898, -1.769)
H (-4.283, 0.291, -2.293)
H (-2.939, 0.583, -1.200)
H (-3.621, -1.578, 0.012)
H (-4.660, -0.192, 0.248)
H (-5.315, -2.122, -1.989)
H (-5.589, -2.654, -0.357)
H (-7.549, -1.576, -0.252)
H (-6.801, -0.029, -0.617)
H (-7.464, -2.021, -2.811)
H (-7.167, -0.300, -2.965)
H (-9.358, -0.046, -1.501)
H (-9.559, -1.763, -1.771)
H (-10.844, -0.808, -3.553)
H (-9.328, -1.279, -4.289)
H (-10.801, 1.575, -4.987)
H (-8.481, 1.184, -5.317)
H (-8.317, 2.733, -0.907)
C (3.837, -0.765, -0.462)
S (2.128, -0.507, -0.913)
O (1.958, 0.970, -1.054)
C (1.454, -0.946, 0.693)
H (4.450, -0.502, -1.323)
H (4.065, -0.116, 0.379)
H (4.009, -1.804, -0.186)
H (1.892, -0.292, 1.448)
H (1.680, -1.990, 0.910)
H (0.376, -0.801, 0.650)
C (4.430, -3.579, 3.739)
S (5.902, -3.270, 2.769)
O (5.458, -2.528, 1.546)
C (6.195, -4.960, 2.274)
H (4.065, -2.624, 4.106)
H (3.673, -4.051, 3.113)
H (4.680, -4.216, 4.587)
H (5.321, -5.335, 1.740)
H (6.410, -5.566, 3.155)
H (7.065, -4.966, 1.620)
C (0.793, 6.031, -2.894)
S (2.395, 5.870, -3.686)
O (2.307, 6.588, -4.983)
C (2.237, 4.117, -4.050)
H (0.654, 7.073, -2.615)
H (0.018, 5.724, -3.597)
H (0.773, 5.401, -2.004)
H (1.351, 3.964, -4.667)
H (2.167, 3.551, -3.120)
H (3.128, 3.821, -4.599)
C (9.470, -8.102, 5.962)
S (8.385, -6.731, 5.559)
O (7.775, -7.057, 4.240)
C (9.681, -5.532, 5.231)
H (8.837, -8.966, 6.149)
H (10.127, -8.294, 5.115)
H (10.041, -7.861, 6.858)
H (10.324, -5.914, 4.438)
H (10.248, -5.350, 6.143)
H (9.195, -4.613, 4.910)
C (5.588, 3.645, 1.612)
S (5.052, 1.977, 1.997)
O (4.999, 1.875, 3.482)
C (6.549, 1.135, 1.481)
H (4.788, 4.317, 1.914)
H (6.496, 3.864, 2.173)
H (5.757, 3.730, 0.539)
H (7.389, 1.520, 2.059)
H (6.701, 1.292, 0.413)
H (6.402, 0.072, 1.676)
C (0.244, -0.086, 5.603)
S (1.347, -1.091, 4.607)
O (1.803, -2.213, 5.474)
C (2.703, 0.070, 4.521)
H (-0.647, -0.679, 5.793)
H (0.740, 0.161, 6.542)
H (-0.018, 0.816, 5.051)
H (3.050, 0.327, 5.521)
H (2.393, 0.966, 3.982)
H (3.506, -0.408, 3.963)

Cartesian forces (eV/Å) of the 3 atoms listed first:
C 0.06 0.02 -0.08
C -0.07 -0.10 0.01
C 0.12 0.09 -0.07

Its charge is 0. The LUMO energy comes out at 0.370 eV. Its energy above the lowest of the compared OMol25 structures with the same formula, charge and spin is 0.0 kcal per mole.

C27H71ClGaN15O31PS as an isolated structure at a distorted geometry. Source: the OMol25 dataset; level of theory: ωB97M-V with the def2-TZVPD basis set.

Positions of all 148 atoms, in Å:
C (-2.727, -5.288, -0.302)
C (-2.354, -4.022, 0.475)
C (-0.897, -3.962, 1.006)
C (-0.026, -5.223, 0.848)
C (1.459, -4.832, 1.112)
C (2.291, -4.538, -0.165)
C (2.672, -3.069, -0.354)
C (1.550, -2.206, -1.038)
C (2.102, -1.441, -2.251)
Ga (0.873, -0.025, -3.016)
C (2.011, 1.529, -3.722)
C (-0.430, -0.783, -4.409)
C (-0.014, -0.556, -5.818)
O (1.020, -0.166, -6.239)
Cl (-1.332, -0.944, -7.066)
P (-0.559, 0.951, -1.375)
S (-1.927, -0.325, -0.657)
H (-2.710, -6.185, 0.321)
H (-2.006, -5.464, -1.105)
H (-3.713, -5.164, -0.753)
H (-3.042, -3.905, 1.298)
H (-2.503, -3.150, -0.169)
H (-0.370, -3.120, 0.557)
H (-0.928, -3.758, 2.082)
H (-0.283, -5.968, 1.606)
H (-0.069, -5.666, -0.146)
H (1.946, -5.668, 1.613)
H (1.507, -3.989, 1.806)
H (1.778, -4.926, -1.051)
H (3.226, -5.107, -0.085)
H (3.534, -3.043, -1.013)
H (3.003, -2.606, 0.580)
H (1.186, -1.503, -0.283)
H (0.730, -2.880, -1.295)
H (2.353, -2.142, -3.057)
H (3.041, -0.970, -1.949)
H (1.412, 2.375, -4.076)
H (2.738, 1.199, -4.462)
H (2.563, 1.901, -2.848)
H (-0.579, -1.851, -4.232)
H (-1.407, -0.306, -4.281)
H (-1.263, 1.965, -2.058)
H (0.140, 1.662, -0.366)
C (6.469, -0.996, 1.344)
N (5.786, -1.971, 0.455)
O (5.741, -3.133, 0.813)
O (5.305, -1.534, -0.568)
H (6.835, -1.521, 2.215)
H (7.286, -0.555, 0.779)
H (5.741, -0.249, 1.621)
C (-6.178, -2.204, 3.545)
N (-5.003, -2.832, 2.884)
O (-4.128, -2.094, 2.484)
O (-5.015, -4.042, 2.802)
H (-6.034, -1.130, 3.550)
H (-7.059, -2.481, 2.975)
H (-6.231, -2.599, 4.555)
C (5.917, -2.006, 5.918)
N (5.100, -1.028, 5.153)
O (4.014, -0.727, 5.593)
O (5.587, -0.591, 4.129)
H (5.360, -2.300, 6.800)
H (6.102, -2.858, 5.269)
H (6.844, -1.510, 6.188)
C (-3.986, 4.212, -3.652)
N (-2.570, 4.657, -3.582)
O (-1.723, 3.808, -3.400)
O (-2.359, 5.845, -3.711)
H (-4.016, 3.136, -3.522)
H (-4.525, 4.716, -2.857)
H (-4.368, 4.497, -4.628)
C (2.275, 2.030, -7.809)
N (3.399, 2.991, -7.987)
O (3.521, 3.526, -9.073)
O (4.123, 3.177, -7.035)
H (1.726, 1.971, -8.742)
H (2.700, 1.067, -7.548)
H (1.647, 2.395, -7.003)
C (-5.006, 2.008, -0.003)
N (-5.748, 3.028, -0.790)
O (-6.856, 2.765, -1.221)
O (-5.200, 4.101, -0.966)
H (-5.618, 1.116, 0.069)
H (-4.071, 1.796, -0.521)
H (-4.817, 2.433, 0.970)
C (-1.059, 3.442, -7.251)
N (-2.100, 4.408, -7.697)
O (-3.080, 4.549, -6.994)
O (-1.896, 4.992, -8.740)
H (-1.377, 3.001, -6.313)
H (-0.962, 2.683, -8.022)
H (-0.133, 3.994, -7.126)
C (-9.649, 1.231, -2.427)
N (-9.108, -0.049, -1.898)
O (-9.191, -0.256, -0.707)
O (-8.627, -0.816, -2.708)
H (-10.048, 1.806, -1.599)
H (-8.834, 1.760, -2.911)
H (-10.427, 0.975, -3.140)
C (4.971, 3.274, 1.856)
N (6.359, 2.843, 2.182)
O (6.540, 1.665, 2.417)
O (7.213, 3.702, 2.194)
H (4.325, 2.404, 1.884)
H (4.675, 4.007, 2.601)
H (4.991, 3.715, 0.864)
C (7.025, 2.575, 5.913)
N (6.360, 2.186, 7.187)
O (5.539, 2.945, 7.656)
O (6.689, 1.125, 7.683)
H (6.631, 3.535, 5.598)
H (8.087, 2.641, 6.106)
H (6.804, 1.805, 5.177)
C (-1.226, 1.358, 3.197)
N (-2.252, 1.918, 2.280)
O (-3.320, 1.349, 2.220)
O (-1.947, 2.904, 1.644)
H (-1.642, 0.483, 3.681)
H (-0.364, 1.096, 2.591)
H (-0.979, 2.132, 3.919)
C (-9.619, -3.625, -1.996)
N (-9.141, -4.936, -1.478)
O (-9.254, -5.149, -0.287)
O (-8.673, -5.708, -2.286)
H (-10.009, -3.048, -1.165)
H (-8.778, -3.122, -2.455)
H (-10.393, -3.837, -2.728)
C (-6.865, 6.354, 0.147)
N (-7.930, 7.391, 0.047)
O (-9.021, 7.046, -0.357)
O (-7.632, 8.520, 0.378)
H (-7.274, 5.407, -0.180)
H (-6.044, 6.663, -0.491)
H (-6.554, 6.311, 1.187)
C (4.379, -8.270, 2.995)
N (4.295, -6.861, 3.468)
O (5.171, -6.459, 4.208)
O (3.352, -6.214, 3.072)
H (5.265, -8.724, 3.422)
H (3.478, -8.777, 3.325)
H (4.433, -8.244, 1.910)
C (10.861, 4.720, 7.376)
N (10.162, 3.780, 6.460)
O (10.107, 2.608, 6.785)
O (9.691, 4.249, 5.447)
H (11.225, 4.160, 8.230)
H (11.680, 5.166, 6.819)
H (10.141, 5.475, 7.677)

Cartesian forces (eV/Å) of the 3 atoms listed first:
C 0.39 0.25 -0.12
C 0.35 -0.08 -0.24
C -0.31 -0.52 0.02

Its charge is -1. The LUMO energy comes out at 0.790 eV.

no.,orbital gap (eV),DFT total energy (eV)
1,7.55,-51076.039
2,6.70,-156997.277
3,9.09,-195684.015
4,5.66,-199957.518